# 1
68
Properties=species:S:1:pos:R:3 method="wB97M-V/def2-TZVPD" relative_energy_kj_mol=6.01 max_force_ev_per_a=0.225 e_lumo_ev=3.72 charge=-2 homo_ev=-3.27
Zn 3.53 1.03 2.12
O 0.89 0.37 5.00
C 1.58 0.72 4.06
O 2.65 0.15 3.64
C 1.12 1.94 3.25
C -0.08 2.56 3.51
C -0.46 3.62 2.71
C 0.37 4.03 1.68
C 1.56 3.36 1.48
N 1.92 2.34 2.26
H -0.70 2.18 4.30
H -1.42 4.11 2.86
H 0.10 4.83 1.01
H 2.25 3.60 0.68
F -1.61 -2.76 -2.75
C -1.75 -3.18 -1.49
C -2.12 -2.30 -0.48
C -2.31 -2.88 0.77
F -2.76 -2.14 1.79
C -2.08 -4.22 1.03
F -2.28 -4.73 2.25
C -1.66 -5.04 0.00
F -1.44 -6.34 0.23
C -1.50 -4.52 -1.27
F -1.13 -5.33 -2.27
Ge -2.20 -0.29 -0.60
S -1.31 0.69 1.01
C -1.39 0.22 -2.35
C -1.92 1.22 -3.16
F -3.11 1.79 -2.86
C -1.27 1.70 -4.28
F -1.82 2.67 -5.03
C -0.04 1.18 -4.63
F 0.60 1.63 -5.72
C 0.53 0.18 -3.85
F 1.71 -0.33 -4.19
C -0.15 -0.26 -2.73
F 0.44 -1.21 -2.00
C -4.18 -0.07 -0.91
C -4.80 -0.72 -1.96
F -4.07 -1.46 -2.81
C -6.16 -0.64 -2.22
F -6.71 -1.28 -3.26
C -6.95 0.14 -1.40
F -8.27 0.24 -1.63
C -6.38 0.81 -0.34
F -7.15 1.57 0.45
C -5.01 0.70 -0.11
F -4.54 1.40 0.92
C 4.69 0.38 -1.85
S 3.44 1.14 -0.85
O 3.94 2.43 -0.44
O 2.23 1.15 -1.64
O 3.35 0.21 0.32
H 4.83 1.00 -2.74
H 4.36 -0.61 -2.13
H 5.61 0.33 -1.27
Cl 0.56 -2.30 3.19
C 1.59 -3.07 2.00
Cl 1.30 -4.84 1.99
Cl 1.28 -2.42 0.39
C 3.00 -2.85 2.32
N 4.11 -2.71 2.58
N 5.38 1.57 2.45
C 6.50 1.88 2.52
N 7.73 2.24 2.47
C 8.44 2.49 3.55
N 9.16 2.73 4.43

***

# 2
62
Properties=species:S:1:pos:R:3 method="wB97M-V/def2-TZVPD" spin_multiplicity=4 relative_energy_kj_mol=139.58 max_force_ev_per_a=5.129 e_lumo_ev="-6.12 / -6.26" charge=+2 s_squared=3.788 homo_ev="-14.16 / -15.28"
V -0.19 1.46 0.25
C -3.05 -1.44 3.60
N -1.71 -0.87 3.34
C -0.85 -0.75 4.54
P -1.48 0.12 2.10
O 0.00 0.40 1.87
O -2.13 -0.70 0.88
P -1.93 -0.53 -0.74
O -1.56 0.92 -1.01
N -3.29 -0.92 -1.48
C -4.09 0.06 -2.25
C -3.79 -2.30 -1.50
N -0.81 -1.68 -1.07
C -0.36 -1.65 -2.48
C 0.25 -2.08 -0.14
N -2.23 1.58 1.96
C -3.70 1.63 1.78
C -1.70 2.72 2.74
H -3.63 -0.81 4.27
H -2.92 -2.41 4.07
H -3.60 -1.58 2.67
H -1.32 -0.12 5.30
H 0.12 -0.35 4.28
H -0.71 -1.75 4.96
H -3.60 1.03 -2.27
H -5.08 0.17 -1.80
H -4.21 -0.30 -3.27
H -3.12 -2.96 -0.96
H -3.87 -2.65 -2.53
H -4.78 -2.34 -1.04
H -1.15 -1.30 -3.13
H -0.09 -2.66 -2.78
H 0.51 -1.00 -2.60
H -0.14 -2.25 0.86
H 1.06 -1.35 -0.09
H 0.67 -3.02 -0.50
H -4.05 0.77 1.23
H -3.95 2.53 1.22
H -4.20 1.67 2.75
H -0.63 2.62 2.93
H -2.21 2.81 3.70
H -1.87 3.64 2.18
O 0.57 2.64 -0.46
O 1.57 3.47 -0.94
C 5.70 1.21 -2.69
C 4.74 0.36 -1.85
C 5.36 -0.01 -0.51
C 4.33 -0.89 -2.63
N 3.51 1.16 -1.65
N 3.12 1.71 -0.52
H 6.65 0.69 -2.79
H 5.89 2.18 -2.21
H 5.30 1.39 -3.69
H 6.20 -0.68 -0.69
H 4.65 -0.53 0.13
H 5.76 0.86 0.01
H 5.22 -1.46 -2.91
H 3.80 -0.63 -3.55
H 3.69 -1.54 -2.03
H 3.02 1.51 -2.47
H 3.76 1.58 0.25
H 2.55 2.63 -0.63

***

# 3
87
Properties=species:S:1:pos:R:3 method="wB97M-V/def2-TZVPD" max_force_ev_per_a=6.046 e_lumo_ev=0.02 charge=-1 homo_ev=-5.05
C -6.85 -0.56 3.57
C -8.08 -1.55 3.79
O -8.86 -1.68 2.81
O -8.36 -2.35 4.91
C -7.92 -1.83 6.17
C -7.14 -3.04 6.93
C -5.58 -3.07 6.55
C -5.26 -3.71 5.12
C -4.28 -5.00 5.18
C -2.89 -4.69 5.91
S -1.75 -3.59 4.91
O -2.31 -2.20 4.72
O -0.48 -3.47 5.75
N -1.40 -4.26 3.38
S 0.18 -3.76 2.85
O 1.18 -4.69 3.52
O 0.46 -2.31 3.13
C 0.28 -4.08 1.02
C 1.44 -3.25 0.28
F 2.54 -2.95 1.16
H -6.75 -0.36 2.45
H -5.88 -0.91 4.07
H -7.08 0.47 4.04
H -8.85 -1.64 6.84
H -7.34 -0.86 6.17
H -7.27 -3.00 8.06
H -7.69 -3.99 6.58
H -5.06 -3.61 7.42
H -5.23 -1.97 6.50
H -4.83 -2.92 4.41
H -6.23 -4.09 4.64
H -4.15 -5.49 4.15
H -4.82 -5.77 5.83
H -3.07 -4.16 6.92
H -2.35 -5.66 6.19
H -0.72 -3.84 0.50
H 0.52 -5.20 0.85
H 1.04 -2.28 -0.18
H 1.87 -3.88 -0.58
C 1.32 4.03 -3.45
C 0.56 2.91 -3.75
C 0.00 2.15 -2.73
C 0.22 2.50 -1.40
C 1.00 3.61 -1.10
C 1.55 4.38 -2.13
C 1.28 3.97 0.31
O 1.97 4.95 0.58
C 0.73 3.13 1.39
C 1.03 3.42 2.72
C 0.50 2.64 3.74
C -0.34 1.57 3.44
C -0.64 1.27 2.12
C -0.10 2.05 1.09
C -0.40 1.70 -0.32
O -1.13 0.76 -0.59
H 1.75 4.63 -4.25
H 0.39 2.62 -4.79
H -0.60 1.28 -2.97
H 2.15 5.26 -1.90
H 1.68 4.26 2.96
H 0.74 2.87 4.78
H -0.76 0.97 4.24
H -1.29 0.44 1.89
C 7.74 4.36 -9.28
C 6.97 5.34 -8.65
C 6.08 4.98 -7.64
C 5.94 3.64 -7.28
C 6.69 2.66 -7.94
C 7.60 3.03 -8.93
C 6.52 1.23 -7.60
O 7.17 0.37 -8.17
C 5.53 0.85 -6.56
C 5.31 -0.50 -6.27
C 4.39 -0.86 -5.29
C 3.70 0.12 -4.59
C 3.91 1.47 -4.88
C 4.81 1.83 -5.87
C 5.00 3.26 -6.20
O 4.39 4.12 -5.59
H 8.44 4.65 -10.06
H 7.08 6.38 -8.93
H 5.49 5.74 -7.14
H 8.19 2.27 -9.44
H 5.85 -1.27 -6.81
H 4.22 -1.91 -5.07
H 2.99 -0.16 -3.82
H 3.36 2.23 -4.33

***

# 4
67
Properties=species:S:1:pos:R:3 method="wB97M-V/def2-TZVPD" relative_energy_kj_mol=19.23 max_force_ev_per_a=1.055 e_lumo_ev=0.69 smiles="CCOC(=O)[C@H]1CCCN(C(=O)C2CCN(S(=O)(=O)N3CCC4(CC3)OCCO4)CC2)C1" charge=0 homo_ev=-8.94
C 3.22 2.53 4.78
C 2.21 1.78 3.92
O 2.60 1.77 2.55
C 3.46 0.84 2.16
O 3.96 0.02 2.89
C 3.73 0.93 0.67
C 5.19 1.34 0.41
C 5.48 1.30 -1.09
C 5.14 -0.07 -1.67
N 3.75 -0.39 -1.38
C 2.83 -0.25 -2.37
O 3.16 -0.10 -3.53
C 1.37 -0.36 -1.95
C 0.94 -1.83 -1.89
C -0.47 -1.91 -1.26
N -1.17 -0.64 -1.33
S -0.95 0.37 0.02
O -0.68 1.70 -0.43
O -0.05 -0.25 0.94
N -2.42 0.42 0.77
C -3.48 1.14 0.10
C -4.29 0.24 -0.84
C -4.82 -0.98 -0.06
C -3.65 -1.72 0.60
C -2.86 -0.75 1.48
O -5.75 -0.60 0.93
C -7.04 -0.91 0.47
C -6.79 -2.10 -0.45
O -5.51 -1.83 -0.97
C -1.01 0.02 -2.61
C 0.46 0.38 -2.92
C 3.49 -0.45 0.04
H 2.87 2.58 5.80
H 3.35 3.55 4.40
H 4.18 2.02 4.75
H 2.12 0.75 4.27
H 1.24 2.27 3.93
H 3.04 1.66 0.24
H 5.36 2.35 0.80
H 5.85 0.65 0.94
H 6.54 1.52 -1.27
H 4.88 2.06 -1.60
H 5.26 -0.08 -2.75
H 5.78 -0.84 -1.22
H 1.24 0.10 -0.97
H 1.64 -2.42 -1.30
H 0.93 -2.23 -2.91
H -0.40 -2.17 -0.21
H -1.08 -2.66 -1.77
H -3.01 1.96 -0.44
H -4.15 1.54 0.87
H -3.67 -0.13 -1.65
H -5.13 0.80 -1.25
H -3.02 -2.11 -0.20
H -4.03 -2.54 1.20
H -1.96 -1.23 1.88
H -3.49 -0.43 2.31
H -7.47 -0.07 -0.08
H -7.67 -1.14 1.33
H -6.78 -3.05 0.11
H -7.49 -2.18 -1.28
H -1.62 0.92 -2.58
H -1.42 -0.66 -3.36
H 0.72 0.09 -3.94
H 0.61 1.45 -2.81
H 2.49 -0.79 0.26
H 4.20 -1.16 0.49

***

# 5
145
Properties=species:S:1:pos:R:3 method="wB97M-V/def2-TZVPD" max_force_ev_per_a=3.306 e_lumo_ev=-1.89 charge=+1 homo_ev=-11.08
C 7.99 0.54 2.95
C 7.20 -0.77 2.44
C 6.08 -0.42 1.31
C 6.23 -1.50 0.12
C 5.48 -2.84 0.66
C 3.91 -2.62 0.35
C 3.04 -3.08 1.64
C 1.71 -3.81 1.09
C 0.60 -2.64 0.92
C -0.56 -3.17 -0.07
C -1.91 -2.34 0.27
C -1.79 -0.97 -0.56
C -3.19 -0.20 -0.65
P -3.56 0.90 0.85
C -5.42 1.07 0.93
C -5.99 1.96 2.14
C -6.23 1.17 3.50
C -7.45 0.17 3.56
C -8.26 -0.14 2.24
C -8.27 -1.72 1.90
C -7.41 -2.08 0.60
C -6.04 -2.87 0.90
C -5.28 -2.40 2.22
C -2.84 2.64 0.72
C -2.17 3.00 -0.69
C -0.59 3.11 -0.66
F -0.23 3.73 -1.89
F 0.06 1.85 -0.69
C 0.00 4.04 0.49
F 0.25 3.32 1.69
F -0.87 5.12 0.67
C 1.43 4.69 0.11
F 1.31 5.81 -0.72
F 2.26 3.75 -0.53
C 2.22 5.21 1.43
F 3.18 6.18 1.07
F 2.93 4.19 2.06
F 1.34 5.87 2.32
H 8.98 0.18 3.40
H 7.45 1.08 3.80
H 8.23 1.28 2.12
H 7.95 -1.50 1.97
H 6.72 -1.24 3.36
H 6.21 0.64 0.95
H 5.06 -0.58 1.79
H 7.31 -1.73 -0.14
H 5.67 -1.08 -0.78
H 5.85 -3.78 0.13
H 5.65 -2.93 1.79
H 3.72 -1.50 0.24
H 3.61 -3.19 -0.58
H 2.68 -2.15 2.18
H 3.68 -3.76 2.29
H 1.84 -4.25 0.05
H 1.31 -4.60 1.81
H 0.13 -2.40 1.93
H 1.15 -1.73 0.49
H -0.26 -2.94 -1.14
H -0.70 -4.29 0.06
H -2.85 -2.93 0.00
H -1.97 -2.11 1.39
H -1.04 -0.31 -0.01
H -1.42 -1.18 -1.62
H -4.00 -1.01 -0.64
H -3.31 0.34 -1.64
H -2.99 0.21 1.98
H -5.85 0.02 0.94
H -5.77 1.57 -0.04
H -5.20 2.77 2.35
H -6.91 2.53 1.77
H -6.38 1.97 4.32
H -5.28 0.62 3.79
H -8.19 0.53 4.36
H -7.05 -0.83 3.97
H -7.98 0.42 1.30
H -9.37 0.12 2.44
H -7.97 -2.37 2.79
H -9.36 -2.02 1.67
H -8.05 -2.80 -0.03
H -7.26 -1.16 -0.07
H -6.20 -4.01 0.95
H -5.33 -2.67 0.02
H -4.15 -2.49 1.99
H -5.45 -1.32 2.51
H -5.46 -3.06 3.13
H -2.17 2.79 1.62
H -3.71 3.37 0.87
H -2.44 2.31 -1.54
H -2.57 4.03 -0.98
O -4.98 -3.45 -1.61
C -4.37 -3.92 -2.55
O -3.03 -3.86 -2.57
C -2.21 -4.54 -3.53
C -2.06 -3.71 -4.79
C -5.10 -4.47 -3.74
H -2.59 -5.54 -3.73
H -1.23 -4.66 -3.06
H -3.02 -3.55 -5.29
H -1.38 -4.21 -5.50
H -1.65 -2.72 -4.55
H -5.38 -3.65 -4.40
H -6.01 -4.96 -3.39
H -4.54 -5.22 -4.29
O -5.13 2.37 -2.00
C -5.47 2.24 -3.16
O -5.67 1.02 -3.67
C -6.25 0.76 -4.96
C -5.19 0.81 -6.04
C -5.59 3.44 -4.06
H -7.09 1.43 -5.15
H -6.66 -0.25 -4.91
H -4.74 1.80 -6.12
H -5.63 0.56 -7.01
H -4.39 0.11 -5.83
H -4.60 3.69 -4.45
H -5.97 4.28 -3.48
H -6.28 3.30 -4.89
O 7.48 9.15 -3.60
C 6.92 9.03 -2.54
O 6.26 7.89 -2.26
C 5.72 7.57 -0.97
C 4.34 8.18 -0.78
C 6.88 10.16 -1.55
H 6.41 7.85 -0.17
H 5.63 6.48 -0.94
H 4.38 9.27 -0.82
H 3.92 7.88 0.18
H 3.67 7.86 -1.58
H 6.07 10.84 -1.82
H 7.83 10.70 -1.60
H 6.76 9.85 -0.52
O 6.52 -4.74 3.28
C 7.69 -5.06 3.25
O 8.52 -4.47 2.38
C 9.95 -4.65 2.39
C 10.35 -5.89 1.63
C 8.19 -6.17 4.12
H 10.34 -4.64 3.41
H 10.37 -3.77 1.89
H 9.94 -6.79 2.08
H 11.44 -5.99 1.59
H 9.97 -5.85 0.60
H 7.99 -7.13 3.63
H 7.67 -6.14 5.08
H 9.25 -6.11 4.35

***

# 6
20
Properties=species:S:1:pos:R:3 method="wB97M-V/def2-TZVPD" relative_energy_kj_mol=7.85 max_force_ev_per_a=4.092 e_lumo_ev=0.70 smiles="CCN(C)P(N)(N)=S" charge=0 homo_ev=-8.23
C 1.82 1.53 -0.88
C 0.85 0.32 -1.15
N 0.34 -0.36 0.05
C 1.01 -1.57 0.29
P -1.71 -0.40 0.36
N -1.53 -0.72 1.99
N -2.07 1.24 0.22
S -2.84 -1.73 -0.49
H 2.82 1.20 -0.64
H 1.76 2.02 -1.76
H 1.35 2.07 -0.09
H 0.02 0.65 -1.86
H 1.26 -0.37 -1.94
H 2.03 -1.49 0.62
H 0.49 -2.01 1.15
H 1.04 -2.13 -0.63
H -0.86 -0.26 2.55
H -2.31 -1.34 2.33
H -2.17 1.47 -0.75
H -1.27 1.87 0.62

***

# 7
48
Properties=species:S:1:pos:R:3 method="wB97M-V/def2-TZVPD" relative_energy_kj_mol=172.37 max_force_ev_per_a=1.088 e_lumo_ev=0.48 smiles="O=C(c1cccc(S(=O)(=O)N2CCOCC2)c1)N1CCCCCC1" charge=0 homo_ev=-9.17
O -1.30 1.87 -3.59
C -1.50 1.34 -2.52
C -0.81 0.06 -2.16
C -1.09 -1.11 -2.86
C -0.41 -2.28 -2.58
C 0.56 -2.30 -1.58
C 0.84 -1.14 -0.90
S 2.04 -1.17 0.42
O 3.25 -1.80 -0.02
O 2.13 0.16 0.98
N 1.26 -2.24 1.46
C 0.19 -1.63 2.23
C 0.74 -0.94 3.49
O 1.51 -1.83 4.26
C 2.61 -2.33 3.51
C 2.12 -3.08 2.27
C 0.18 0.04 -1.18
N -2.34 1.85 -1.59
C -2.71 1.20 -0.36
C -2.07 1.82 0.89
C -2.23 3.34 0.98
C -1.42 4.08 -0.08
C -2.16 4.33 -1.40
C -2.98 3.12 -1.87
H -1.84 -1.09 -3.64
H -0.63 -3.18 -3.13
H 1.10 -3.20 -1.33
H -0.51 -2.42 2.51
H -0.32 -0.91 1.59
H 1.34 -0.08 3.19
H -0.08 -0.62 4.14
H 3.25 -1.50 3.20
H 3.16 -2.99 4.18
H 1.55 -3.96 2.56
H 2.96 -3.37 1.64
H 0.46 0.93 -0.64
H -3.80 1.27 -0.26
H -2.44 0.15 -0.41
H -2.54 1.36 1.77
H -1.01 1.58 0.92
H -3.29 3.62 0.91
H -1.88 3.65 1.97
H -1.11 5.06 0.31
H -0.51 3.52 -0.28
H -2.84 5.17 -1.29
H -1.43 4.58 -2.16
H -3.12 3.19 -2.96
H -3.97 3.11 -1.40